(1)
Entry from OMol25: C10H20O6W as an isolated structure in a non-equilibrium geometry (wB97M-V/def2-TZVPD).

XYZ file:
```
37
Properties=species:S:1:pos:R:3:forces:R:3
O 0.675559 -0.845629 1.868778 1.225 1.023 -0.008
O -0.494808 -0.169793 -1.846387 -0.011 0.624 1.263
H 1.263427 -3.636169 0.324414 -0.018 0.163 -0.336
O 0.415123 -1.765710 -0.293212 0.581 0.102 -0.094
H -0.389247 1.443849 2.198690 0.202 0.533 0.490
H 0.513633 2.078117 -1.574890 -0.182 0.133 -0.175
H -0.292589 -3.186182 1.085958 -0.057 0.116 -0.195
C -1.959972 -0.060791 -1.770054 -1.529 0.731 -0.161
C -0.130347 2.621837 -0.852184 0.746 1.456 -0.136
C 1.424242 -2.094816 1.804391 0.471 -0.726 -0.671
H -2.464194 -0.371861 -2.687692 0.355 0.048 -0.208
C -0.017872 -1.361737 -2.550275 1.215 -0.699 -0.328
C 0.674922 -2.814777 0.736008 -0.051 -0.567 1.205
C -0.053252 -2.444537 -1.523329 -0.752 -0.055 -0.964
H 1.006000 -1.153865 -2.870414 -0.093 0.210 0.006
H 0.039100 3.555676 1.096002 0.091 -0.188 0.174
O 1.275249 1.830142 0.967718 -1.583 -1.840 -1.191
H -1.989657 2.009899 -2.385007 0.249 0.183 0.216
C 0.665340 3.029134 0.371121 -0.239 1.510 -0.696
H 1.396729 -2.620372 2.763209 -0.160 0.201 0.095
C 0.708951 1.493525 2.280854 0.406 -0.118 1.943
H 1.467503 3.704230 0.058077 0.144 -0.154 0.102
C -2.176858 1.408686 -1.493351 -1.124 -0.534 -0.807
H 0.981814 2.264235 3.011020 -0.049 0.056 -0.093
O -1.221878 1.762686 -0.422712 1.515 0.748 -0.477
H -1.059403 -2.835127 -1.344714 0.101 -0.001 0.244
H 2.383799 0.155302 2.558813 -0.028 -0.070 0.033
H 2.459710 -1.898798 1.509108 -0.044 0.154 0.152
H 0.611969 -3.264223 -1.800413 0.170 0.047 0.268
H 1.068929 -0.045726 3.755103 -0.092 -0.035 -0.048
H -0.616409 -1.578347 -3.437911 -0.220 0.251 0.098
W 0.022377 0.231745 0.183379 -5.099 -3.994 1.703
C 1.298890 0.158903 2.705360 0.459 1.145 1.048
H -2.315751 -0.675589 -0.948980 -0.135 -0.246 -0.192
H -3.199278 1.590071 -1.152691 0.134 0.146 0.264
O -1.453354 -0.037676 1.016680 3.343 -0.272 -2.394
H -0.518397 3.523690 -1.340471 0.060 -0.080 -0.128
```
Forces are in eV/Å.

- Total charge: +4
- E_tot: -909.61800 Ha
- Orbital gap: 8.66 eV


(2)
Entry from OMol25: C27H22AsN4O9SZn as an isolated structure in a non-equilibrium geometry (wB97M-V/def2-TZVPD).

XYZ file:
```
65
Properties=species:S:1:pos:R:3:forces:R:3
H 2.180341 1.986316 5.090923 -0.528 0.232 -0.085
O -0.981241 -3.272617 3.125997 -0.240 -0.190 -0.063
C 2.417641 0.617501 -1.957108 -0.916 0.799 -0.845
C -0.529842 -3.356965 -0.340564 1.772 0.500 -0.115
C 0.325996 2.374397 0.543767 -0.479 -0.808 0.447
H 2.430431 2.548679 0.094886 -0.319 -0.059 0.459
H -3.944884 0.992209 -3.912403 0.360 0.268 0.191
H 3.417565 1.425204 6.160925 0.104 -0.006 0.300
H -1.339825 3.999571 -0.993610 0.296 0.053 0.453
C -1.511385 1.972552 -1.758571 0.728 0.007 1.015
H -0.334687 -1.333569 3.009760 -0.166 0.110 0.180
N 0.195378 -0.531881 2.654755 -0.034 0.668 -0.334
N -0.913394 -3.243838 -2.815675 1.074 0.614 -1.422
C -3.361031 1.659293 -3.264323 0.035 -0.117 -0.793
C -1.749063 -5.143734 0.834785 1.200 0.773 1.290
H 4.168457 -0.041848 -2.869319 0.549 -0.385 -0.356
H -3.321065 4.822913 -2.047891 0.139 -0.760 -0.342
C 2.039474 2.192453 -4.285779 0.307 0.727 -1.050
O -0.883784 -3.957565 -3.835779 -0.317 0.469 1.303
C 3.301902 0.558507 -3.038861 -0.018 0.369 0.129
O -2.938238 -7.417027 -1.561260 -0.135 -0.218 1.807
C 2.359576 -0.281612 3.628468 0.775 -0.998 -2.311
C 1.636235 2.781723 0.811765 -0.248 0.641 -0.428
C -1.122660 -3.913022 -1.510329 -0.571 0.648 -1.588
H 3.795352 1.222991 -5.048051 -0.114 0.019 0.430
C 3.110890 1.315387 -4.198259 0.248 -0.391 0.127
S 2.796223 -0.036623 -0.375282 0.353 -0.739 0.675
C -1.876178 -5.077166 -1.598249 1.404 1.121 -0.278
H -4.599565 3.397086 -3.697198 0.145 -0.140 0.280
Zn 1.507301 -1.681312 1.168323 -0.027 0.579 -1.228
C 1.879634 3.614411 1.899144 0.348 0.148 0.910
C -2.214896 1.171880 -2.624946 -1.326 0.002 -0.685
H 1.045614 4.599970 3.644292 0.007 -0.175 -0.120
O -0.715468 -2.028462 -2.886519 -0.602 -1.354 0.582
H -1.873910 0.163166 -2.819342 -0.183 -0.185 0.123
O 3.165229 0.248651 4.580224 -1.005 -0.631 -0.682
H 1.921455 2.859917 -5.167416 0.125 -0.619 0.663
H -2.139839 -5.528989 -2.556837 0.029 0.382 0.527
O -2.763025 -7.620087 0.627013 -0.245 0.385 -1.101
H 0.284136 2.927902 -3.328157 -0.305 0.089 -0.077
C 2.573449 1.101975 5.569572 0.833 -0.141 -0.243
C -3.751428 2.999782 -3.139135 -0.041 -1.019 0.287
O 2.855718 -0.984205 2.710037 -0.691 1.380 2.138
C 1.259262 1.417242 -2.148985 0.205 -0.749 0.628
H 1.873143 0.562996 6.202106 -0.203 0.035 -0.034
O 1.020350 -3.301647 2.141441 -1.218 -0.663 0.046
C 0.855145 3.943939 2.796703 -0.138 -0.377 -0.439
H 0.646108 0.582120 4.394871 -0.028 -0.418 -0.574
C -0.869269 -4.059689 0.869911 -0.696 -0.290 0.121
C -2.084814 -5.680987 -0.401186 -1.058 -0.743 1.023
C -0.438221 3.468309 2.552359 -0.309 0.466 0.480
H -1.782521 2.549730 1.147381 0.748 -0.437 0.297
H -1.260798 3.761071 3.221961 0.399 -0.106 -0.282
H 2.894611 3.979917 2.135217 -0.546 -0.215 -0.410
N -2.660697 -6.981691 -0.423343 -0.324 -1.325 -1.009
N 1.029712 0.008975 3.643928 0.405 0.296 0.876
C -1.881039 3.299465 -1.595946 -1.306 -0.234 -0.598
C -3.037405 3.766779 -2.248127 0.756 1.682 0.446
C -0.270987 -3.548112 2.159402 1.118 0.787 0.029
C 1.121513 2.257509 -3.266403 -0.290 -0.870 1.068
As -0.098885 0.963313 -0.768222 0.330 1.641 -1.161
H -2.092177 -5.618035 1.790910 0.543 0.407 -1.183
C -0.721817 2.696112 1.430367 0.267 0.804 -0.358
H -0.393188 0.221474 2.259361 0.444 -0.648 0.276
O 0.349401 -2.392730 -0.417481 -1.422 -1.088 0.586
```
Forces are in eV/Å.

- Total charge: -1
- E_tot: -6351.50232 Ha
- Orbital gap: 6.75 eV
- Energy relative to the best compared isomer or geometry (same formula, charge and spin): 23.0 kcal/mol


(3)
Entry from OMol25: an isolated molecule of C4H9N3O in a non-equilibrium geometry (wB97M-V/def2-TZVPD).

XYZ file:
```
17
Properties=species:S:1:pos:R:3:forces:R:3
H -0.372800 -2.942212 -0.480153 1.205 1.389 1.485
H -0.079458 2.749248 1.349748 -0.223 0.789 0.258
C 0.327472 -2.369216 0.282413 0.910 -4.871 -1.583
H 0.503220 -3.116824 1.112519 -1.031 1.258 -0.193
H 1.365503 -2.481242 -0.140228 -0.861 0.968 -0.231
C -0.132799 -0.036416 -0.173039 2.849 0.276 -2.274
H -0.153299 -0.706561 1.666919 -0.038 -1.117 -1.447
N -0.032426 1.284809 -0.026677 -1.104 -1.508 2.306
C -0.215195 1.688374 1.281525 0.130 0.139 -0.301
N -0.092641 -1.106211 0.661378 -1.134 3.979 2.519
N -0.464877 0.963049 2.320098 -1.213 1.520 1.141
H -0.569609 1.121621 -2.461022 0.558 0.813 -1.010
C 0.299156 0.491575 -2.629956 2.051 -3.239 0.936
H -0.802463 1.617211 3.117705 1.272 -1.541 -1.543
H 1.528924 0.980484 -2.665851 -4.284 -1.369 0.198
O 0.112642 -0.426438 -1.418961 0.353 -0.671 -1.532
H 0.136644 -0.447639 -3.397194 0.560 3.184 1.271
```
Forces are in eV/Å.

- Structure (SMILES): [H]/N=C/N=C(\NC)OC
- E_tot: -397.22218 Ha
- Orbital gap: 9.68 eV
- Energy relative to the best compared isomer or geometry (same formula, charge and spin): 80.6 kcal/mol


(4)
Entry from OMol25: an isolated molecule of C5H7NO2 in a non-equilibrium geometry (wB97M-V/def2-TZVPD).

XYZ file:
```
15
Properties=species:S:1:pos:R:3:forces:R:3
H -0.230070 -0.908531 -1.737807 -0.168 -0.299 0.411
N 1.060650 0.366904 -1.678683 1.853 2.665 -0.999
H 1.470389 -1.117615 0.783998 -1.672 0.191 0.353
H -0.431518 2.335337 -0.381882 0.009 -1.241 1.271
C -0.278237 1.514960 0.419020 -0.392 2.294 0.432
C -0.892575 -1.015023 1.077398 2.589 0.430 -1.637
C 0.423080 -1.303459 0.361267 3.430 0.987 -1.055
H 0.570204 -2.316818 0.055066 -0.422 -0.920 -0.327
O 2.190848 0.324149 -1.290428 1.662 0.145 -0.047
H -1.906475 0.442951 -0.556078 -2.670 0.625 -1.249
H 0.877712 1.517145 0.522745 -2.028 -0.793 0.018
C 0.208283 -0.314611 -0.903788 -6.267 -6.027 2.647
H -0.709551 1.874459 1.377216 0.376 0.098 -0.582
O -1.310359 -1.644333 2.016858 -0.763 1.709 -1.306
C -1.042384 0.244486 -0.064907 4.462 0.136 2.068
```
Forces are in eV/Å.

- Structure (SMILES): C[C@@H]1C(=O)C[C@@H]1N=O
- E_tot: -399.75342 Ha
- Orbital gap: 9.33 eV
- Energy relative to the best compared isomer or geometry (same formula, charge and spin): 133.1 kcal/mol


(5)
Entry from OMol25: a 2-piece molecular cluster, C6H11N4 overall in a non-equilibrium geometry (wB97M-V/def2-TZVPD).

XYZ file:
```
21
Properties=species:S:1:pos:R:3:forces:R:3
H 1.523840 1.631275 1.768832 0.212 -0.349 -0.040
C 0.104389 -1.435247 1.715479 1.596 1.047 3.655
N 0.479751 -0.570984 -3.044523 -0.172 -1.131 -3.220
C 0.394702 0.528810 0.261992 2.079 -1.067 -2.812
H 0.564089 2.554825 0.546046 -0.032 -0.766 0.978
C 0.439426 -0.511802 -1.740182 -0.973 0.949 2.352
H 0.075709 -2.472953 -0.674995 0.097 -0.522 -0.873
H 0.080310 -1.310698 -3.624033 0.260 0.171 0.863
C 0.262627 -1.428170 -0.758446 0.080 -1.162 0.381
H 0.660292 0.239717 -3.584456 0.180 0.690 -0.224
H 0.680726 1.526701 -1.726986 -0.237 0.415 1.260
N -2.193842 1.530194 -0.225739 -0.163 -0.321 -0.129
C 0.624208 1.618101 1.165877 -1.615 1.502 0.751
C -2.192306 0.839529 0.688512 -0.830 0.566 0.500
N 0.306540 -0.808866 0.465826 -0.160 3.912 -1.204
H -0.248243 -2.439269 1.563786 -0.014 -0.299 0.262
N 0.464603 0.745937 -1.109358 0.546 -2.955 0.580
H -0.552624 -0.835292 2.386637 -0.328 -0.554 -0.900
H -0.278854 1.546795 1.813166 0.890 0.886 0.238
H 1.037164 -1.350518 2.440915 -1.269 -0.813 -1.977
H -2.232506 0.401913 1.671650 -0.146 -0.200 -0.440
```
Forces are in eV/Å.

- Total charge: +1
- E_tot: -453.96678 Ha
- Orbital gap: 9.38 eV
- Energy relative to the best compared isomer or geometry (same formula, charge and spin): 32.3 kcal/mol


(6)
Entry from OMol25: an isolated molecule of C3H8N4S in a non-equilibrium geometry (wB97M-V/def2-TZVPD).

XYZ file:
```
16
Properties=species:S:1:pos:R:3:forces:R:3
H 3.552511 -1.456331 -0.458543 -1.924 2.316 2.387
N 2.489460 0.356087 -0.045112 1.047 2.692 -0.287
H -2.485237 -1.753499 -0.080883 -0.589 1.264 0.015
C -2.527479 -0.625617 -0.007261 1.594 1.417 0.745
N 0.802239 1.871529 -0.045540 -2.680 0.786 -0.904
H -4.486064 -0.016448 -0.540897 -0.728 0.089 -0.608
H -4.291974 0.120280 1.210418 0.780 -0.482 -1.086
N 3.147887 -0.771810 0.354980 0.917 -3.127 -0.751
C 1.153842 0.662376 -0.016129 -0.352 -0.738 -1.149
H -0.238423 2.003741 -0.392556 2.677 -0.605 1.387
N -1.441168 0.079749 -0.016680 0.358 -1.864 -0.424
S 0.111348 -0.791203 -0.246656 -1.464 0.758 0.418
C -3.770868 0.242567 0.206289 -0.016 0.404 1.613
H -3.551135 1.357491 0.219112 0.144 -1.552 -0.523
H 2.587023 -1.277867 1.057805 0.706 0.041 -0.664
H 3.009843 1.257044 0.101113 -0.469 -1.398 -0.170
```
Forces are in eV/Å.

- Structure (SMILES): [H]/N=C(/NN)S/N=C/C
- E_tot: -736.22332 Ha
- Orbital gap: 9.29 eV
- Energy relative to the best compared isomer or geometry (same formula, charge and spin): 59.5 kcal/mol


| no. | HOMO level (eV) |
| --- | --- |
| 1 | -27.0789 |
| 2 | -4.8608 |
| 3 | -8.7843 |
| 4 | -9.5181 |
| 5 | -12.2427 |
| 6 | -8.5817 |